Below is 3 unconnected molecules or ions with the total composition C30H53IN7O7P3 at a distorted geometry, with properties calculated with ωB97M-V with the def2-TZVPD basis set.

Each line ends with the Löwdin charge.
Positions of all 101 atoms, in Å:
N 4.54380 -2.52115 2.53835  -0.051
C 3.82218 -1.42081 1.79597  -0.282
C 4.74516 -0.08223 1.65184  -0.179
C 3.98011 1.16042 2.34839  -0.218
C 2.59375 1.53922 1.58238  -0.152
C 1.47810 2.06818 2.63227  -0.079
C 1.85137 2.65453 4.03151  -0.012
C 0.77994 3.15961 5.05902  -0.034
C -0.73673 3.04794 4.68993  -0.004
C -1.16097 2.46017 3.32541  -0.038
C -0.05802 1.98109 2.30794  0.006
C -0.58042 1.36176 0.91268  -0.256
O -0.05633 1.63326 -0.19389  0.057
C -1.86730 0.39594 1.06406  -0.016
C -1.98254 -0.93939 0.27218  0.014
C -3.24090 -1.79620 0.53279  -0.027
C -4.38204 -1.39847 1.54148  -0.230
P -5.87769 -2.51809 1.85770  0.597
O -7.19602 -1.74409 1.75424  -0.370
O -5.93868 -3.87486 0.83662  -0.183
O -5.73104 -3.04002 3.48766  -0.219
C -4.20481 -0.02865 2.30570  -0.503
I -5.75140 0.60290 3.73078  0.897
C -2.96773 0.86976 2.08528  -0.073
C -2.69470 2.25847 2.86319  -0.282
O -3.57492 3.11186 3.10631  0.016
H 4.30766 -2.45886 3.54844  0.068
H 4.16127 -3.41437 2.16993  0.061
H 2.84670 -1.17995 2.37362  0.109
H 3.48556 -1.78010 0.76262  0.110
H 5.66930 -0.28503 2.29781  0.109
H 5.04948 0.12350 0.56698  0.096
H 3.79971 0.86224 3.43595  0.101
H 4.64099 2.10444 2.28401  0.117
H 2.77954 2.34082 0.79346  0.123
H 2.15222 0.62980 1.02169  0.106
H 2.95658 2.71963 4.31897  0.091
H 1.04527 3.59197 6.07499  0.088
H -1.57716 3.38540 5.38912  0.106
H -1.12250 -1.19763 -0.42263  0.108
H -3.37786 -2.78547 -0.02365  0.097
H -6.22270 -4.64394 1.39685  0.090
H -4.77742 -3.09252 3.74710  0.080
C 7.56104 -1.77473 -2.15626  -0.128
N 8.22987 -0.70740 -1.44633  -0.308
C 7.49367 0.54361 -1.63536  -0.144
P 9.89513 -0.50274 -1.05866  0.778
O 9.55735 0.00957 0.35600  -0.307
N 10.60322 -1.96274 -0.43751  -0.349
C 9.81509 -3.16276 -0.18959  -0.142
C 11.45264 -1.75790 0.74504  -0.158
N 10.35563 -1.02450 -2.68333  -0.315
C 10.15716 -0.04513 -3.74550  -0.142
C 10.68268 -2.34119 -3.18592  -0.123
H 7.67266 -1.69601 -3.24576  0.075
H 6.48636 -1.76707 -1.94238  0.086
H 7.88153 -2.76724 -1.85552  0.052
H 7.69476 0.97693 -2.62231  0.066
H 7.76840 1.28705 -0.88217  0.073
H 6.41276 0.39879 -1.54295  0.066
H 8.93520 -2.95754 0.43420  0.093
H 10.41320 -3.93396 0.30720  0.083
H 9.50832 -3.63808 -1.11919  0.047
H 10.85678 -1.67157 1.66195  0.077
H 12.05406 -0.85177 0.64385  0.070
H 12.14937 -2.59239 0.87350  0.077
H 9.19776 -0.19227 -4.25240  0.075
H 10.95236 -0.09196 -4.49550  0.080
H 10.17441 0.96970 -3.33906  0.074
H 9.79626 -2.96865 -3.30644  0.073
H 11.40869 -2.85927 -2.55784  0.083
H 11.16074 -2.28524 -4.17059  0.082
C -9.89728 2.75406 -0.51022  -0.131
N -8.68234 2.47366 -1.24179  -0.310
C -8.03437 3.73181 -1.61694  -0.142
P -8.27240 1.13416 -2.24338  0.780
O -6.84572 1.06785 -1.66090  -0.303
N -8.71564 -0.38037 -1.51858  -0.337
C -9.26710 -0.46734 -0.17077  -0.145
C -7.68278 -1.41477 -1.61500  -0.160
N -9.86998 1.18766 -2.99928  -0.316
C -10.07809 2.25492 -3.97078  -0.145
C -11.09220 0.49522 -2.65382  -0.125
H -10.69660 3.15178 -1.14974  0.073
H -9.71360 3.49738 0.27356  0.088
H -10.29077 1.89713 0.02748  0.052
H -8.53243 4.19310 -2.47830  0.064
H -6.98482 3.57679 -1.88097  0.071
H -8.04100 4.45407 -0.79488  0.079
H -8.64190 0.05366 0.56423  0.082
H -9.37286 -1.50842 0.14971  0.080
H -10.28565 -0.08449 -0.13100  0.048
H -6.91513 -1.28364 -0.84362  0.052
H -7.19337 -1.39549 -2.59194  0.070
H -8.11542 -2.41303 -1.49404  0.081
H -10.55328 3.12819 -3.51160  0.074
H -10.70046 1.92642 -4.80871  0.079
H -9.12433 2.57371 -4.39992  0.073
H -11.56965 0.91855 -1.76685  0.072
H -10.93801 -0.57434 -2.50466  0.083
H -11.82867 0.55714 -3.46344  0.080

Results
LUMO energy: -0.050 hartree
E: -92685.937 eV
Kohn-Sham gap: 0.227 Eh
SMILES: NCCCCc1cccc2c1C(=O)c1ccc(P(=O)(O)O)c(I)c1C2=O.CN(C)P(=O)(N(C)C)N(C)C.CN(C)P(=O)(N(C)C)N(C)C


Below is 6 unconnected molecules or ions with the total composition C30H54Cl10NO7PS at a distorted geometry, with properties calculated with ωB97M-V with the def2-TZVPD basis set.

Each line ends with the Löwdin charge.
Positions of all 104 atoms, in Å:
C 3.33854 2.69577 1.30814  -0.139
C 4.16570 1.57975 0.64939  -0.263
C 3.63434 1.15354 -0.71931  -0.200
C 2.38137 0.24569 -0.70285  -0.185
C 2.30354 -0.73157 0.47906  -0.148
C 1.66348 -2.09422 0.16546  -0.227
C 0.12442 -2.13840 0.14753  -0.288
C -0.52619 -1.19088 -0.85471  -0.139
C -2.06799 -1.37770 -0.81836  -0.203
C -2.71908 -0.22328 -0.03560  -0.237
N -3.74577 -0.70922 0.89948  -0.042
C -4.32041 0.39671 1.69788  -0.143
C -3.90635 0.33639 3.14794  -0.153
C -2.58162 0.22703 3.48019  -0.048
C -2.13551 0.13118 4.75862  -0.077
C -3.06034 0.18497 5.76477  -0.092
C -4.37744 0.32330 5.47382  -0.029
C -4.80220 0.37981 4.17280  -0.275
O -6.17258 0.49493 3.91706  0.021
C -0.40168 -1.99986 1.58086  -0.147
S 0.11491 -3.44236 2.53029  0.634
O 0.66095 -3.03868 3.77704  -0.246
O -0.98012 -4.34946 2.59474  -0.261
O 1.26614 -4.08236 1.61089  -0.181
C 2.21932 -3.08338 1.22210  -0.359
C 3.52120 -3.76144 0.76025  -0.119
P 4.70662 -3.67050 2.11777  0.412
O 4.13810 -3.98082 3.43274  -0.258
O 5.92449 -4.64227 1.78358  -0.113
O 5.25180 -2.16324 2.12868  -0.126
H 3.73741 2.81718 2.31564  0.059
H 2.26914 2.48902 1.31395  0.074
H 3.55292 3.64033 0.81048  0.004
H 4.31450 0.76143 1.35360  0.084
H 5.15781 2.00598 0.48113  0.106
H 3.34696 2.07498 -1.23239  0.108
H 4.44289 0.72246 -1.30987  0.105
H 2.42377 -0.36326 -1.61100  0.109
H 1.49664 0.86890 -0.81029  0.095
H 3.32282 -0.93881 0.80946  0.092
H 1.82579 -0.21939 1.31953  0.127
H 2.02112 -2.38769 -0.82598  0.144
H -0.14726 -3.15021 -0.17062  0.149
H -0.16794 -1.45924 -1.85036  0.119
H -0.30890 -0.14155 -0.67162  0.097
H -2.30335 -2.27768 -0.25444  0.057
H -2.47101 -1.45854 -1.82026  0.015
H -1.98813 0.32839 0.55670  0.097
H -3.12317 0.49261 -0.76995  0.117
H -4.48480 -1.10380 0.32801  0.104
H -4.03406 1.37269 1.29449  0.126
H -5.40316 0.29864 1.65358  0.115
H -1.86069 0.21664 2.67179  0.093
H -1.08915 0.01530 4.99611  0.111
H -2.74882 0.13154 6.79835  0.109
H -5.08228 0.38642 6.29194  0.122
H -6.54204 -0.37953 4.08586  0.110
H 0.06532 -1.14472 2.06890  0.103
H -1.48533 -1.95259 1.66649  0.096
H 2.45275 -2.47365 2.09872  0.120
H 3.33541 -4.80561 0.51383  0.118
H 3.89076 -3.22194 -0.11139  0.107
H 6.50260 -4.64738 2.55950  0.090
H 5.14730 -1.80754 3.02113  0.094
Cl -4.68340 -2.34768 -3.08926  0.566
C -4.94390 -0.99708 -4.22552  -0.658
C -3.78702 -0.82012 -5.17414  -0.693
Cl -2.31768 -0.23072 -4.34421  0.566
H -5.12392 -0.09642 -3.64301  0.070
H -5.84549 -1.22932 -4.78825  0.045
H -4.04038 -0.07968 -5.93114  0.072
H -3.53871 -1.74782 -5.67305  0.013
Cl -5.42508 -2.71066 -7.23195  0.605
C -4.49241 -4.16974 -7.66356  -0.632
C -3.99244 -4.12437 -9.08455  -0.666
Cl -5.31802 -4.24802 -10.26737  0.543
H -5.12810 -5.03413 -7.49059  0.072
H -3.64777 -4.22115 -6.97704  0.076
H -3.32610 -4.96685 -9.26294  0.074
H -3.44767 -3.20500 -9.28548  0.068
Cl 4.67782 6.81272 -1.05858  0.537
C 3.28237 7.32851 -0.07287  -0.658
C 3.62030 7.40259 1.39225  -0.709
Cl 3.90596 5.78723 2.09751  0.604
H 2.46451 6.63692 -0.26058  0.069
H 2.98929 8.31501 -0.42915  0.063
H 2.78866 7.84468 1.93831  0.061
H 4.50168 8.00235 1.56611  0.000
Cl -3.36734 -4.80277 -0.87628  0.553
C -2.98436 -5.93745 0.45065  -0.642
C -2.78264 -7.34406 -0.04708  -0.661
Cl -4.29564 -8.07655 -0.64709  0.528
H -3.78943 -5.88189 1.17859  0.075
H -2.07259 -5.57763 0.92325  0.042
H -2.42840 -7.97095 0.76949  0.074
H -2.05244 -7.38014 -0.85196  0.066
Cl 7.44454 10.46452 1.25184  0.547
C 6.16973 10.79920 0.05408  -0.660
C 4.99164 11.51535 0.66512  -0.634
Cl 4.09093 10.46907 1.79561  0.609
H 5.87331 9.85202 -0.39321  0.051
H 6.61444 11.42224 -0.72027  0.074
H 4.29559 11.81198 -0.11808  0.074
H 5.30019 12.40628 1.20611  0.069

Results
LUMO energy: 0.015 hartree
E: -193160.224 eV
Kohn-Sham gap: 0.345 Eh
SMILES: CCCCC[C@@H]1[C@H](CCCNCc2ccccc2O)CS(=O)(=O)O[C@H]1CP(=O)(O)O.ClCCCl.ClCCCl.ClCCCl.ClCCCl.ClCCCl
Energy above the lowest of the compared OMol25 structures with the same formula, charge and spin: 16.83 kcal per mole